(1)
{
  "formula": "C12H21CoN5O5S",
  "method": "ωB97M-V with the def2-TZVPD basis set",
  "elements": ["Co", "N", "C", "C", "C", "O", "O", "H", "H", "H", "H", "H", "H", "C", "N", "C", "C", "C", "O", "N", "C", "O", "H", "H", "H", "H", "H", "O", "H", "H", "C", "N", "C", "C", "N", "C", "S", "H", "H", "H", "H", "H", "H", "H", "H"],
  "xyz": [[0.329931, -0.271890, -1.432644], [-1.069204, -1.805998, -2.279948], [-0.575757, -3.172142, -2.555623], [0.348648, -3.669410, -1.446235], [1.669093, -2.905104, -1.488644], [2.670237, -3.448680, -1.923887], [1.594864, -1.659382, -1.110500], [-1.882578, -1.838418, -1.681308], [-1.336441, -1.345896, -3.142274], [-0.027129, -3.156888, -3.498287], [-1.409783, -3.862550, -2.677836], [0.557490, -4.728113, -1.586859], [-0.130933, -3.515864, -0.474382], [2.761707, 3.000175, 1.630925], [2.221098, 2.947510, 0.276683], [2.288722, 4.016468, -0.582032], [1.784854, 3.960640, -1.821003], [1.169767, 2.726247, -2.277233], [0.742484, 2.596615, -3.434299], [1.062364, 1.705917, -1.369193], [1.575212, 1.791715, -0.122045], [1.484497, 0.842231, 0.677816], [3.327077, 3.921118, 1.745744], [3.413326, 2.148831, 1.806371], [1.960446, 2.974271, 2.368670], [2.783926, 4.896356, -0.193863], [1.841479, 4.796225, -2.502916], [0.516931, -0.022891, -3.668463], [1.383375, -0.379103, -3.908381], [0.610730, 0.965397, -3.748181], [-4.050651, -0.604926, 2.136616], [-2.636298, -0.595011, 2.429023], [-2.136446, -0.730442, 3.795542], [-0.614428, -0.599703, 3.621334], [-0.501004, -0.178880, 2.230492], [-1.663155, -0.207580, 1.581332], [-1.906451, 0.177574, -0.045134], [-4.523616, -1.418051, 2.685716], [-4.195428, -0.760195, 1.070990], [-4.529264, 0.337607, 2.418012], [-2.427314, -1.692338, 4.216001], [-2.548097, 0.055771, 4.433096], [-0.099301, -1.545162, 3.791100], [-0.190233, 0.143901, 4.293381], [0.355255, 0.110047, 1.762325]],
  "forces_ev_per_a": [[-0.35, -0.08, -0.26], [0.18, -0.01, -0.01], [0.10, 0.12, 0.09], [0.00, 0.14, 0.12], [-0.10, 0.23, -0.29], [-0.07, 0.14, 0.19], [0.40, -0.32, 0.02], [-0.10, -0.02, 0.10], [-0.06, -0.05, -0.05], [0.01, 0.03, -0.01], [-0.09, -0.07, -0.05], [-0.03, -0.01, 0.01], [-0.03, -0.06, -0.03], [-0.06, 0.02, -0.12], [-0.02, 0.08, 0.00], [0.05, -0.09, 0.13], [0.00, 0.01, -0.09], [-0.22, -0.12, 0.01], [0.12, -0.08, 0.04], [0.16, -0.15, 0.39], [-0.04, -0.01, 0.10], [0.08, 0.24, -0.25], [0.01, 0.03, -0.03], [0.03, -0.04, -0.03], [-0.03, 0.00, -0.01], [-0.01, -0.01, 0.03], [0.02, -0.05, 0.06], [0.22, -0.05, 0.01], [-0.12, -0.05, 0.04], [-0.13, 0.14, 0.03], [0.07, 0.02, 0.02], [-0.14, -0.08, 0.03], [-0.05, 0.05, -0.11], [-0.06, 0.06, -0.16], [-0.05, -0.05, 0.12], [0.12, -0.12, 0.21], [0.09, 0.18, -0.13], [-0.01, -0.03, 0.01], [0.03, 0.00, -0.01], [0.02, 0.00, 0.03], [-0.02, -0.03, 0.00], [-0.02, 0.05, 0.00], [0.01, -0.04, -0.05], [0.03, 0.02, 0.00], [0.07, 0.04, -0.09]],
  "s2": 3.757,
  "e_lumo_ha": [0.014, 0.014],
  "relative_energy_kj_mol": 0.5,
  "total_charge": 0,
  "e_homo_ev": [-8.6049, -8.5485],
  "spin_multiplicity": 4
}

(2)
{
  "formula": "C4H5NO2",
  "method": "ωB97M-V with the def2-TZVPD basis set",
  "elements": ["O", "C", "C", "O", "N", "C", "C", "H", "H", "H", "H", "H"],
  "xyz": [[1.718043, 1.472118, -0.100995], [1.903782, 0.286422, 0.008089], [0.841326, -0.769539, 0.341514], [1.220889, -1.919928, 0.324082], [-0.480716, -0.431847, 0.605628], [-1.426912, -0.386652, -0.501958], [-1.135743, 0.827398, 0.303761], [2.878602, -0.199364, -0.193396], [-2.355605, -0.938033, -0.386142], [-0.991661, -0.410892, -1.500235], [-0.567349, 1.636681, -0.139373], [-1.851710, 1.120870, 1.068499]],
  "forces_ev_per_a": [[0.11, -0.64, 0.12], [0.07, 0.54, -0.04], [-0.07, -0.36, 0.02], [-0.16, 0.45, -0.12], [0.25, -0.13, 0.09], [-0.24, -0.02, -0.23], [-0.03, 0.26, -0.01], [-0.06, 0.12, 0.08], [0.18, 0.07, 0.07], [-0.11, -0.06, 0.14], [-0.09, -0.18, 0.00], [0.15, -0.04, -0.13]],
  "smiles": "O=CC(=O)N1CC1",
  "e_lumo_ha": -0.017,
  "relative_energy_kj_mol": 215.7,
  "total_charge": 0,
  "e_homo_ev": -9.8623,
  "spin_multiplicity": 1
}

(3)
{
  "formula": "C18H43O11P3S",
  "method": "ωB97M-V with the def2-TZVPD basis set",
  "elements": ["C", "P", "C", "C", "C", "C", "C", "O", "S", "O", "O", "H", "H", "H", "H", "H", "H", "H", "H", "H", "H", "H", "H", "H", "O", "P", "O", "C", "C", "O", "C", "C", "O", "C", "C", "H", "H", "H", "H", "H", "H", "H", "H", "H", "H", "H", "H", "H", "H", "H", "O", "P", "O", "C", "C", "O", "C", "C", "O", "C", "C", "H", "H", "H", "H", "H", "H", "H", "H", "H", "H", "H", "H", "H", "H", "H"],
  "xyz": [[6.378307, 2.786604, -5.397231], [5.148004, 1.439766, -5.163848], [5.234149, 0.193205, -6.519094], [3.434048, 2.140500, -5.052433], [2.362329, 1.026861, -4.914856], [1.543610, 0.712107, -6.201060], [1.768051, 1.639297, -7.383412], [1.672463, 3.030612, -7.006497], [3.081954, 3.397305, -6.324497], [2.890928, 4.649612, -5.666313], [4.105504, 3.429265, -7.321785], [6.970173, 2.892516, -4.491110], [5.895763, 3.748704, -5.580143], [7.019410, 2.598036, -6.258506], [6.252337, 0.196596, -6.911763], [4.526934, 0.335747, -7.336278], [5.088556, -0.785007, -6.063546], [3.437151, 2.693854, -4.114848], [2.796417, 0.084291, -4.580851], [1.669309, 1.350733, -4.139675], [1.661075, -0.326358, -6.513410], [0.491425, 0.806852, -5.918914], [0.966450, 1.463490, -8.099781], [2.709526, 1.432959, -7.896007], [-3.295065, 2.850903, 0.225920], [-2.919339, 1.815547, -0.762529], [-4.216036, 0.850677, -0.929573], [-5.432697, 1.401205, -1.425816], [-5.343561, 1.758476, -2.899197], [-1.944831, 0.831246, 0.083912], [-1.466800, 1.192624, 1.381088], [-2.386071, 0.682983, 2.471925], [-2.174730, 1.357518, -2.154323], [-1.669845, 2.360602, -3.052822], [-0.806330, 3.394073, -2.358568], [-5.717949, 2.274664, -0.833053], [-6.197681, 0.639281, -1.278606], [-4.715869, 2.643265, -3.045490], [-6.330689, 1.985055, -3.302983], [-4.904050, 0.940809, -3.470487], [-1.326824, 2.270733, 1.453768], [-0.481657, 0.736410, 1.492012], [-3.427769, 0.937524, 2.277245], [-2.100528, 1.098530, 3.439380], [-2.332700, -0.405046, 2.536348], [-2.504056, 2.844682, -3.568461], [-1.081908, 1.842094, -3.810693], [-1.390014, 3.990909, -1.649979], [-0.370947, 4.074203, -3.091329], [-0.003958, 2.913517, -1.796858], [-0.682116, -2.023450, 5.690151], [-0.547648, -3.341685, 6.350180], [0.335437, -4.267011, 5.348209], [1.670844, -3.878943, 5.039308], [2.605586, -4.040063, 6.225334], [-2.010118, -4.014210, 6.134037], [-3.110967, -3.251375, 5.639725], [-3.207893, -3.334617, 4.130144], [-0.320603, -4.259911, 7.692565], [0.068770, -3.629641, 8.926363], [-0.812654, -2.449710, 9.285871], [1.686285, -2.848956, 4.672224], [1.997838, -4.523904, 4.224143], [2.405570, -3.275021, 6.982249], [3.645578, -3.932770, 5.915864], [2.472233, -5.014777, 6.694493], [-3.044413, -2.216472, 5.974033], [-4.012746, -3.672217, 6.087877], [-2.252556, -3.130302, 3.647496], [-3.946565, -2.624237, 3.754945], [-3.506819, -4.337938, 3.822075], [1.116358, -3.320852, 8.866607], [0.001176, -4.393432, 9.700004], [-0.701826, -1.635745, 8.561452], [-0.547568, -2.060496, 10.268724], [-1.863153, -2.742292, 9.290955]],
  "forces_ev_per_a": [[-0.53, 0.49, -0.52], [0.41, -0.97, 1.66], [-0.12, 0.45, -0.18], [0.19, -0.50, -0.83], [-0.26, 0.04, -0.69], [-0.43, 0.41, 0.60], [-0.70, -0.89, -0.52], [1.00, -0.80, 0.61], [0.22, 2.04, 0.39], [-0.60, 0.03, 0.55], [0.06, -1.07, -0.50], [0.06, -0.24, -0.03], [0.00, -0.05, -0.07], [0.02, -0.07, 0.06], [-0.06, 0.11, -0.08], [0.14, 0.01, -0.09], [-0.15, 0.03, -0.03], [0.04, 0.33, -0.22], [0.31, 0.25, 0.22], [0.01, -0.08, 0.01], [0.23, 0.08, -0.11], [-0.01, -0.06, -0.12], [0.09, 0.17, -0.09], [0.05, 0.26, 0.04], [0.43, 1.94, -2.28], [-0.09, -5.43, 3.03], [0.38, 0.53, -0.33], [-0.33, 0.06, -0.14], [0.17, 0.13, 0.01], [0.17, 0.30, -0.42], [-0.11, -0.02, 0.36], [-0.11, -0.21, 0.04], [-0.59, 2.70, -0.04], [0.17, 0.25, -0.28], [-0.03, 0.03, 0.20], [0.06, -0.02, 0.03], [0.11, -0.08, 0.08], [-0.05, 0.00, -0.02], [-0.01, 0.01, 0.03], [-0.06, -0.05, 0.02], [-0.15, 0.03, -0.06], [-0.02, -0.07, -0.16], [0.05, 0.21, -0.06], [0.03, -0.03, 0.00], [0.05, 0.01, 0.03], [0.01, -0.04, -0.01], [-0.10, -0.21, 0.09], [0.01, -0.01, -0.07], [0.01, -0.01, 0.00], [0.04, -0.02, -0.07], [1.50, 1.05, 2.40], [-2.91, -4.10, -3.63], [0.02, 0.39, 0.62], [0.35, 0.02, -0.10], [-0.11, 0.12, 0.14], [0.19, 0.14, 0.47], [-0.12, 0.10, -0.32], [-0.02, -0.16, -0.16], [1.01, 2.60, 0.32], [0.09, 0.09, 0.40], [-0.10, 0.08, -0.21], [-0.07, -0.01, 0.01], [-0.15, -0.05, 0.00], [0.05, -0.01, -0.01], [-0.01, 0.02, -0.02], [0.02, -0.03, -0.07], [0.15, 0.01, -0.05], [0.11, -0.12, 0.08], [0.04, 0.18, 0.13], [-0.01, -0.01, 0.00], [-0.04, 0.01, 0.03], [-0.01, -0.04, -0.01], [-0.03, -0.13, -0.16], [0.03, -0.03, 0.06], [0.01, -0.02, 0.01], [0.01, -0.05, 0.08]],
  "e_lumo_ha": 0.017,
  "total_charge": 0,
  "e_homo_ev": -8.2059,
  "spin_multiplicity": 1
}

(4)
{
  "formula": "C3H11N3O2",
  "method": "ωB97M-V with the def2-TZVPD basis set",
  "elements": ["C", "N", "C", "N", "O", "C", "N", "H", "H", "H", "H", "H", "H", "H", "H", "H", "H", "H", "O"],
  "xyz": [[0.704187, 0.201215, -0.534784], [0.498529, 0.261031, 0.900452], [1.466644, 0.774568, 1.795958], [2.546187, 1.500626, 1.262773], [1.226981, 0.682124, 2.971830], [-0.361627, 1.016738, -1.267689], [-1.621369, 0.222036, -1.104149], [0.788561, -0.814672, -0.933770], [1.688330, 0.505008, -0.939750], [-0.155868, -0.380189, 1.318608], [2.392868, 2.446851, 0.967768], [2.949026, 0.978215, 0.499026], [-0.526182, 1.985074, -0.795314], [-0.110605, 1.160142, -2.331335], [-2.291279, 0.792305, -0.593952], [-2.115953, 0.040432, -1.971399], [-2.572005, -4.373159, -0.258961], [-2.046082, -3.082380, 0.436629], [-2.460344, -3.915964, 0.578057]],
  "forces_ev_per_a": [[0.68, 0.31, -1.22], [2.24, 0.31, -0.38], [-2.52, 0.25, -0.21], [0.88, -0.96, -0.14], [0.55, 0.03, 0.44], [-0.81, -1.40, -0.12], [-0.57, 0.73, -0.05], [-1.01, -0.26, 0.27], [-0.14, 0.68, 1.12], [0.03, 0.00, -0.04], [-0.39, 0.28, 0.21], [0.16, 0.24, -0.14], [0.44, 0.06, -0.04], [-0.05, -0.07, 0.36], [0.11, -0.20, 0.15], [0.42, -0.03, -0.17], [0.16, 0.31, -0.09], [0.44, 0.88, -0.53], [-0.60, -1.14, 0.60]],
  "smiles": "NCCNC(N)=O.O",
  "e_lumo_ha": 0.021,
  "relative_energy_kj_mol": 127.8,
  "total_charge": 0,
  "e_homo_ev": -9.6055,
  "spin_multiplicity": 1
}

(5)
{
  "formula": "C23H22IIrN3O7SSe",
  "method": "ωB97M-V with the def2-TZVPD basis set",
  "elements": ["Ir", "O", "C", "N", "S", "O", "O", "C", "C", "C", "C", "C", "C", "H", "H", "H", "H", "Se", "C", "C", "C", "C", "C", "C", "H", "H", "H", "H", "H", "I", "C", "C", "C", "C", "C", "N", "H", "H", "H", "H", "O", "C", "O", "C", "N", "C", "C", "C", "H", "H", "H", "H", "H", "H", "H", "H", "H", "O", "O"],
  "xyz": [[-0.469347, -0.573044, 0.442081], [-0.235349, 2.866584, -0.625856], [-1.315015, 2.411371, -0.163161], [-1.427116, 1.312950, 0.580203], [-3.048246, 0.920858, 0.832444], [-3.248388, -0.233302, -0.008063], [-3.351037, 0.828932, 2.221214], [-3.682123, 2.382275, 0.115494], [-4.983314, 2.832594, 0.068156], [-5.195938, 4.057568, -0.560461], [-4.138006, 4.789096, -1.093248], [-2.830923, 4.324820, -1.012414], [-2.614041, 3.100366, -0.401274], [-5.798286, 2.263668, 0.490575], [-6.199653, 4.451576, -0.626964], [-4.340397, 5.738122, -1.568438], [-2.007173, 4.902091, -1.408328], [1.466424, 2.910812, 1.280258], [1.715216, 4.725418, 1.277636], [2.643983, 5.252041, 2.205743], [2.852699, 6.611969, 2.248847], [2.145706, 7.448547, 1.386895], [1.224366, 6.932546, 0.473577], [1.001397, 5.576875, 0.406618], [3.180328, 4.593111, 2.873402], [3.559125, 7.030046, 2.950688], [2.309336, 8.515811, 1.431883], [0.682632, 7.604944, -0.175376], [0.290094, 5.150361, -0.284105], [2.162581, -0.730918, 1.846577], [1.599371, -2.496110, 0.895122], [2.351571, -3.648907, 0.903482], [1.840802, -4.752360, 0.234008], [0.613855, -4.661814, -0.404438], [-0.078655, -3.464778, -0.359181], [0.412319, -2.398835, 0.285608], [3.302806, -3.686290, 1.412568], [2.399219, -5.678014, 0.217120], [0.187667, -5.502757, -0.930769], [-1.039815, -3.326538, -0.835322], [2.184824, -0.711400, -1.424010], [1.229943, -0.149172, -1.907540], [0.051596, -0.006179, -1.398214], [1.303456, 0.502467, -3.292888], [0.330755, 1.677933, -3.328626], [1.102992, 2.895297, -3.756141], [2.510170, 2.580599, -3.285479], [2.660479, 1.103272, -3.639399], [0.956666, -0.230107, -4.023193], [-0.048015, 1.816588, -2.365652], [-0.466676, 1.490464, -3.934239], [0.631971, 3.771367, -3.315479], [1.046199, 2.955018, -4.842901], [2.591445, 2.731591, -2.206380], [3.246285, 3.215590, -3.770644], [3.440382, 0.594662, -3.074544], [2.869377, 0.986483, -4.702489], [-1.243668, -1.196243, 2.273147], [-1.788354, -2.189514, 2.685773]],
  "forces_ev_per_a": [[0.02, 0.57, 0.15], [0.10, -0.02, -0.07], [-0.03, 0.15, 0.11], [-0.15, -0.27, -0.12], [-0.06, -0.16, 0.00], [-0.13, -0.09, 0.02], [0.05, 0.06, 0.02], [0.05, 0.16, -0.10], [0.06, 0.08, -0.11], [0.03, -0.05, 0.05], [-0.02, -0.02, 0.02], [-0.01, -0.14, 0.03], [-0.08, 0.01, 0.09], [-0.04, -0.01, 0.03], [-0.04, 0.01, -0.01], [-0.01, 0.04, -0.01], [0.03, 0.01, -0.02], [-0.01, -0.10, -0.04], [0.00, 0.12, 0.02], [-0.02, 0.08, -0.04], [0.00, -0.09, 0.00], [0.00, 0.02, 0.02], [-0.03, -0.07, -0.02], [0.04, 0.03, 0.05], [0.04, -0.04, 0.04], [0.02, 0.00, 0.03], [0.01, 0.05, -0.01], [-0.02, 0.01, -0.04], [-0.02, -0.01, -0.04], [0.11, -0.13, 0.10], [0.01, -0.15, -0.01], [-0.01, 0.09, 0.01], [-0.06, -0.04, -0.04], [-0.07, 0.12, 0.00], [0.06, -0.11, -0.03], [0.18, -0.14, 0.00], [0.01, 0.02, 0.01], [0.02, -0.01, 0.00], [0.00, -0.02, 0.00], [-0.01, -0.04, 0.00], [0.00, 0.00, -0.11], [0.31, -0.02, -0.06], [-0.42, 0.04, 0.02], [-0.16, 0.01, -0.13], [-0.19, 0.02, 0.36], [-0.11, 0.03, -0.06], [0.02, 0.08, 0.02], [0.10, -0.07, 0.02], [0.08, -0.01, 0.05], [0.25, -0.07, -0.41], [0.05, 0.01, 0.02], [0.07, 0.00, 0.00], [0.03, 0.03, 0.04], [-0.02, 0.00, 0.03], [0.03, 0.00, -0.02], [-0.03, 0.04, -0.05], [0.01, -0.01, 0.01], [-0.18, -0.19, 0.33], [0.10, 0.19, -0.12]],
  "s2": 8.793,
  "e_lumo_ha": [-0.187, -0.314],
  "total_charge": 2,
  "e_homo_ev": [-13.9297, -14.2633],
  "spin_multiplicity": 6
}